Density functional theory data (ωB97M-V with the def2-TZVPD basis set) for C21H14FeN3O3 as an isolated structure.

Positions of all 42 atoms, in Å:
Fe 0.686214 -0.627681 -1.318865
O -2.804807 -1.975294 2.459770
C -3.585157 -1.837749 1.375777
C -4.957099 -2.043947 1.534137
C -5.814928 -1.921227 0.458536
C -5.325469 -1.590319 -0.801410
C -3.967244 -1.387044 -0.962217
C -3.079401 -1.504331 0.105585
C -1.633238 -1.267947 -0.144538
O -1.247139 -1.003173 -1.333110
N -0.823381 -1.353145 0.894117
N 0.480026 -1.121673 0.487694
C 1.422185 -1.259257 1.349208
C 2.822828 -1.098393 1.039313
C 3.731879 -1.202409 2.106049
C 5.090610 -1.094785 1.928822
C 5.579370 -0.883082 0.632830
C 4.722388 -0.785648 -0.435389
C 3.315854 -0.882580 -0.283816
O 2.570664 -0.779956 -1.341503
H -1.870570 -1.790615 2.162836
H -5.321380 -2.298985 2.520953
H -6.876558 -2.083407 0.603097
H -5.997064 -1.491505 -1.644085
H -3.549766 -1.128109 -1.926237
H 1.143613 -1.519745 2.369652
H 3.329852 -1.372767 3.099597
H 5.766283 -1.171548 2.770236
H 6.647202 -0.792074 0.468765
H 5.094546 -0.621617 -1.439031
N 0.120016 6.730931 -1.445379
C 0.204648 5.582469 -1.426162
C 0.309536 4.150911 -1.404660
C -0.838329 3.358782 -1.440477
C -0.722718 1.978612 -1.421382
C 0.518865 1.320864 -1.364367
C 1.649140 2.155110 -1.333127
C 1.560741 3.537498 -1.350330
H -1.811485 3.833608 -1.482004
H -1.629156 1.385657 -1.452254
H 2.634706 1.704759 -1.293916
H 2.453716 4.150791 -1.322723

Force components x, y, z for each atom (eV/Å):
Fe 0.025 -0.001 -0.083
O 0.099 0.007 -0.024
C -0.009 -0.009 -0.049
C 0.012 0.004 0.002
C -0.003 0.005 -0.006
C -0.004 -0.003 -0.001
C 0.008 0.004 0.008
C -0.002 0.001 0.018
C -0.016 0.012 -0.016
O -0.002 -0.010 0.045
N 0.000 -0.029 0.036
N -0.019 -0.028 0.011
C -0.013 0.004 -0.015
C -0.028 0.022 -0.034
C 0.010 0.000 -0.005
C -0.003 -0.001 -0.003
C -0.011 0.002 -0.006
C 0.031 -0.011 0.022
C 0.002 -0.035 0.010
O -0.011 0.031 0.073
H -0.045 0.026 0.015
H 0.000 -0.002 0.001
H 0.000 0.000 0.001
H 0.000 0.000 0.000
H -0.003 0.000 0.000
H 0.016 -0.001 0.002
H 0.001 0.003 0.002
H -0.001 0.000 0.001
H 0.000 -0.002 -0.002
H -0.005 -0.001 -0.004
N 0.003 0.003 -0.001
C -0.006 -0.011 0.001
C -0.006 -0.012 0.001
C 0.000 0.012 0.002
C 0.007 0.000 -0.008
C -0.066 0.008 0.005
C 0.051 -0.005 0.001
C 0.007 0.008 0.001
H -0.001 -0.001 0.000
H -0.009 0.003 0.001
H -0.008 0.005 -0.002
H -0.001 -0.001 0.002

Computed properties:
relative energy (zero: lowest compared OMol25 entry of this formula, charge and spin)	0.0	kcal/mol
F_max	0.102	eV/A
total charge	-1
frontier orbital gap (spin up / spin down)	0.287 / 0.279	Eh
HOMO energy (spin up / spin down)	-0.1814 / -0.1748	Eh
LUMO level (spin up / spin down)	2.864 / 2.825	eV

---

Density functional theory data (ωB97M-V with the def2-TZVPD basis set) for C21H14N4STa as an isolated structure.

Positions of all 41 atoms, in Å:
Ta 0.180913 0.057503 0.081612
S -1.052968 1.954784 -0.378532
C -1.795997 0.965130 -1.675546
C -2.724815 1.438970 -2.564187
C -3.223900 0.523519 -3.493253
C -2.772026 -0.791372 -3.462645
C -1.830462 -1.170526 -2.526499
N -1.316963 -0.300896 -1.631962
H -3.054369 2.468731 -2.535719
H -3.964449 0.836297 -4.218976
H -3.152737 -1.529669 -4.154720
H -1.520657 -2.206209 -2.478881
N 7.032470 -5.454309 5.320738
C 6.266030 -4.829308 4.738446
C 5.316873 -4.055756 3.998610
C 5.643821 -2.754824 3.602247
C 4.723577 -1.999112 2.906268
C 3.483318 -2.559470 2.558806
C 3.167919 -3.873101 2.939984
C 4.074362 -4.608879 3.675890
C 2.513367 -1.771405 1.796072
C 2.057170 -2.275476 0.565694
C 2.544708 -3.422037 -0.056802
C 1.916524 -3.577359 -1.305202
C 1.077324 -2.517062 -1.450766
N 1.083969 -1.673926 -0.341703
C 2.119560 -0.516529 2.338182
C 2.519633 0.101829 3.497752
C 1.891838 1.383335 3.576599
C 1.079932 1.514999 2.509508
N 1.178357 0.342325 1.678956
H 6.616735 -2.349125 3.843886
H 4.985355 -0.998180 2.588157
H 2.201962 -4.298164 2.699483
H 3.830750 -5.609860 4.004797
H 3.320530 -4.048480 0.353825
H 2.098014 -4.353644 -2.031120
H 0.496918 -2.255404 -2.320953
H 3.197440 -0.317896 4.224497
H 2.019261 2.108124 4.366223
H 0.410314 2.320364 2.246382

Force components x, y, z for each atom (eV/Å):
Ta -0.402 -0.370 -0.207
S 0.129 0.325 -0.361
C 0.151 -0.017 0.114
C 0.047 -0.011 0.003
C 0.053 -0.100 0.035
C -0.041 0.121 -0.022
C -0.084 -0.295 0.045
N -0.299 0.005 0.146
H 0.004 0.010 0.006
H -0.002 0.002 -0.003
H -0.009 0.006 -0.008
H 0.075 0.078 0.096
N 0.031 -0.024 0.042
C 0.053 -0.045 0.010
C -0.093 0.061 -0.060
C -0.028 -0.004 0.010
C -0.046 -0.034 0.127
C -0.120 0.084 -0.073
C 0.117 -0.054 -0.069
C 0.017 0.027 0.005
C 0.093 0.018 0.030
C -0.098 -0.182 0.157
C -0.010 0.215 0.130
C -0.077 0.106 -0.071
C -0.031 -0.023 -0.359
N 0.299 0.095 -0.244
C 0.129 -0.112 0.033
C -0.028 -0.158 -0.235
C -0.203 0.139 0.037
C 0.006 -0.034 0.032
N 0.288 0.207 0.571
H 0.008 -0.007 -0.004
H 0.016 0.000 -0.041
H -0.025 0.011 0.017
H 0.003 -0.001 0.006
H 0.035 -0.027 -0.018
H -0.011 -0.013 -0.008
H 0.038 -0.026 0.074
H -0.004 -0.013 0.044
H -0.007 0.017 -0.006
H 0.028 0.027 0.019

Computed properties:
relative energy (zero: lowest compared OMol25 entry of this formula, charge and spin)	42.4	kcal/mol
F_max	0.672	eV/A
total charge	+3
frontier orbital gap	0.141	Eh
HOMO energy	-0.6389	Eh
LUMO level	-13.557	eV

---

Density functional theory data (ωB97M-V with the def2-TZVPD basis set) for C21H15N6O4Pd as an isolated structure.

Positions of all 47 atoms, in Å:
Pd 0.495773 0.904175 0.000075
N -2.767686 -2.375512 -0.000072
C -1.612341 -1.711680 -0.000124
N -1.514103 -0.418981 -0.000134
C -2.663023 0.349737 0.000022
N -2.600037 1.639263 0.000154
N -1.352668 2.153577 0.000203
C -1.265812 3.426885 -0.000008
C 0.046947 4.038063 -0.000004
C 0.216482 5.414008 0.000043
C 1.504199 5.928372 0.000018
C 2.571681 5.049015 -0.000055
C 2.316492 3.683013 -0.000108
N 1.086927 3.188841 -0.000100
C -3.958688 -0.306107 0.000023
C -5.165539 0.399963 0.000081
C -6.361123 -0.282113 0.000105
C -6.375174 -1.678157 0.000074
C -5.195666 -2.392434 0.000019
C -3.987231 -1.704083 -0.000014
H -2.769346 -3.382634 -0.000078
H -0.689805 -2.278487 -0.000212
H -2.162739 4.037041 -0.000169
H -0.646290 6.066181 0.000136
H 1.670054 6.996984 0.000041
H 3.592144 5.403678 -0.000083
H 3.121327 2.962564 -0.000161
H -5.126971 1.479776 0.000112
H -7.294768 0.263197 0.000150
H -7.317755 -2.208131 0.000095
H -5.200466 -3.475795 -0.000005
O 2.754001 0.902947 0.000242
C 3.633739 0.036311 0.000177
C 3.456820 -1.371067 0.000074
C 4.583747 -2.204968 0.000061
C 4.435652 -3.561398 0.000002
C 3.153210 -4.140142 -0.000065
C 2.043316 -3.349796 -0.000080
C 2.137562 -1.925159 -0.000014
O 1.065817 -1.226009 -0.000029
N 5.614519 -4.420739 -0.000027
O 6.705693 -3.881736 -0.000169
O 5.430745 -5.623367 -0.000271
H 4.679296 0.381340 0.000214
H 5.578796 -1.777480 0.000110
H 3.077117 -5.218327 -0.000102
H 1.055168 -3.790618 -0.000130

Force components x, y, z for each atom (eV/Å):
Pd 0.374 -0.639 0.000
N -0.016 0.072 0.000
C -0.008 -0.203 0.000
N 0.165 0.390 0.000
C 0.292 0.156 0.000
N -0.765 -0.001 0.000
N 0.675 -0.071 -0.001
C -0.191 -0.113 0.000
C 0.334 0.238 0.000
C -0.104 -0.097 0.000
C 0.132 -0.040 0.000
C -0.138 0.090 0.000
C 0.177 0.068 0.000
N -0.098 -0.347 0.000
C -0.107 -0.311 0.001
C 0.065 -0.014 0.002
C -0.050 0.064 -0.001
C 0.059 -0.027 0.000
C 0.029 -0.108 -0.001
C -0.178 0.345 0.000
H 0.100 -0.041 0.000
H -0.042 0.021 0.000
H -0.047 -0.039 0.000
H -0.015 -0.025 0.000
H -0.019 0.002 0.000
H 0.002 -0.017 0.000
H -0.071 0.034 0.000
H -0.039 -0.003 0.000
H 0.010 -0.001 0.000
H 0.000 0.001 0.000
H -0.024 0.011 0.000
O -0.383 0.267 0.000
C 0.296 -0.196 -0.001
C -0.578 -0.080 0.000
C 0.255 -0.031 -0.001
C -0.273 0.201 0.001
C 0.183 -0.049 0.001
C -0.131 0.181 0.000
C 0.483 -0.092 0.000
O -0.393 0.446 0.000
N 0.276 -0.161 -0.003
O -0.186 -0.060 0.001
O -0.010 0.184 0.001
H -0.040 0.058 0.000
H 0.000 -0.014 0.000
H -0.029 -0.005 0.000
H 0.029 -0.044 0.000

Computed properties:
F_max	0.765	eV/A
total charge	+1
frontier orbital gap (spin up / spin down)	0.268 / 0.236	Eh
2S+1	3
HOMO energy (spin up / spin down)	-0.4147 / -0.4119	Eh
LUMO level (spin up / spin down)	-3.983 / -4.792	eV

---

Density functional theory data (ωB97M-V with the def2-TZVPD basis set) for C21H16BrMgN2O4S3 as an isolated structure.

Positions of all 48 atoms, in Å:
Mg 0.050004 -0.072330 -0.483378
S 2.634113 3.227437 -2.287963
C 1.680785 2.035659 -1.612398
S 2.285810 0.993950 -0.339037
S 0.036904 1.754741 -2.141072
Br -2.046972 -1.124001 -3.449011
C -2.875724 -1.134203 -1.755688
C -4.189482 -1.572290 -1.650335
C -4.773721 -1.568528 -0.397463
C -4.031655 -1.151155 0.696720
C -2.734603 -0.725558 0.481236
N -2.165964 -0.707841 -0.731803
C -1.807081 -0.329726 1.628999
O -2.098138 -0.751760 2.754627
O -0.782613 0.311955 1.288338
H -4.720470 -1.902008 -2.530135
H -5.797098 -1.900452 -0.277293
H -4.418875 -1.156942 1.704110
C 4.243616 -1.201830 2.466020
O 2.907707 -1.631034 2.689135
C 2.625483 -2.324624 3.800167
C 3.537853 -2.625317 4.810701
C 3.124568 -3.290089 5.956978
C 1.801612 -3.666017 6.121961
C 0.894828 -3.394462 5.108664
C 1.298692 -2.757180 3.948661
N 0.314936 -2.474643 2.962121
C 0.378573 -2.612304 1.654966
C 1.298331 -3.262520 0.818052
C 2.176727 -4.290628 1.248159
C 2.936452 -4.974243 0.349753
C 2.848802 -4.635288 -1.026793
C 2.031904 -3.646376 -1.478578
C 1.235487 -2.874777 -0.569805
O 0.563392 -1.885754 -0.985786
H 4.224598 -0.665275 1.523040
H 4.912331 -2.064223 2.404104
H 4.566797 -0.525218 3.259901
H 4.567497 -2.319641 4.707160
H 3.849295 -3.502606 6.731801
H 1.475645 -4.165707 7.022505
H -0.143295 -3.684937 5.203427
H -0.522423 -1.975889 3.285235
H -0.475295 -2.186153 1.148049
H 2.204551 -4.555803 2.297401
H 3.584368 -5.777660 0.672093
H 3.460456 -5.177337 -1.738801
H 1.991820 -3.374490 -2.524263

Force components x, y, z for each atom (eV/Å):
Mg 0.294 1.164 -0.573
S -0.080 -0.064 0.039
C 0.143 0.018 -0.008
S -0.067 -0.077 0.032
S 0.056 -0.134 0.085
Br 0.027 -0.031 -0.021
C -0.065 0.058 -0.077
C 0.009 0.025 -0.035
C -0.003 0.005 0.035
C -0.007 0.008 -0.039
C 0.029 -0.034 0.020
N -0.070 -0.147 0.125
C -0.051 -0.010 -0.058
O -0.074 -0.183 0.287
O 0.077 -0.250 0.191
H -0.005 0.003 -0.012
H -0.008 -0.003 0.002
H 0.003 -0.001 0.027
C -0.037 0.031 0.011
O -0.139 -0.119 0.032
C 0.045 0.075 0.019
C -0.024 0.032 -0.085
C -0.033 -0.010 -0.005
C 0.042 0.031 -0.020
C 0.055 -0.050 -0.020
C -0.077 -0.060 0.009
N -0.197 0.178 -0.124
C 0.102 -0.176 0.025
C -0.200 0.175 0.219
C 0.106 -0.036 -0.043
C -0.055 0.014 0.084
C 0.004 0.016 -0.056
C 0.041 -0.028 0.017
C 0.084 0.106 -0.176
O -0.112 -0.716 0.248
H -0.014 0.021 -0.066
H 0.033 0.031 -0.015
H 0.030 -0.010 0.008
H 0.035 0.016 0.008
H 0.013 -0.001 0.011
H -0.001 -0.022 0.027
H -0.032 -0.013 -0.006
H 0.069 0.077 -0.124
H 0.036 0.090 0.006
H 0.020 -0.008 0.012
H 0.013 0.001 -0.001
H 0.005 -0.010 -0.002
H -0.016 0.015 -0.012

Computed properties:
F_max	1.331	eV/A
total charge	-1
frontier orbital gap	0.174	Eh
HOMO energy	-0.1178	Eh
LUMO level	1.543	eV

---

Density functional theory data (ωB97M-V with the def2-TZVPD basis set) for C21H16Cl3GeIrNS4 as an isolated structure.

Positions of all 47 atoms, in Å:
Ir -1.695064 0.917179 1.693771
S -1.600857 0.666818 3.986579
S -1.449282 2.499169 4.763642
S -1.655497 3.964907 3.361426
S -1.930630 3.224479 1.520426
C 0.077323 0.872874 1.532872
Ge 0.799865 -0.063926 -0.041663
C 0.251641 0.989984 -1.589736
C -0.231851 0.471130 -2.790785
C -0.615788 1.311941 -3.828899
C -0.508485 2.686533 -3.687648
C -0.016391 3.220881 -2.504695
C 0.350940 2.379395 -1.464898
C 2.739295 -0.050256 0.054763
C 3.482789 -1.211672 -0.149663
C 4.872179 -1.175418 -0.140342
C 5.534677 0.024101 0.072846
C 4.806825 1.188527 0.279272
C 3.420200 1.148816 0.271637
C 0.175936 -1.906409 0.012697
C -0.747546 -2.467097 -0.868811
C -1.161713 -3.786466 -0.724374
C -0.664396 -4.562996 0.310234
C 0.243886 -4.016157 1.207173
C 0.656434 -2.700570 1.059024
H 0.800112 1.338639 2.220944
H -0.296946 -0.597795 -2.938845
H -0.995916 0.890173 -4.750998
H -0.805339 3.340676 -4.497555
H 0.075971 4.293423 -2.389557
H 0.701832 2.817487 -0.536569
H 2.978001 -2.155244 -0.320311
H 5.436804 -2.085252 -0.301395
H 6.616855 0.053365 0.076043
H 5.320702 2.126987 0.445144
H 2.867169 2.066934 0.439752
H -1.165020 -1.877093 -1.672172
H -1.876061 -4.206297 -1.421540
H -0.987887 -5.589962 0.422638
H 0.627800 -4.614677 2.023617
H 1.362492 -2.285880 1.770799
Cl -6.788616 1.074479 3.137360
C -6.368759 0.475200 1.537677
Cl -7.018626 1.540522 0.288248
Cl -6.959877 -1.170112 1.305429
C -4.900875 0.465618 1.447879
N -3.758283 0.473056 1.378541

Force components x, y, z for each atom (eV/Å):
Ir -0.107 0.319 -0.273
S -0.271 -0.676 -0.218
S 0.128 0.156 0.216
S -0.009 0.248 0.141
S -0.413 -0.137 -0.620
C 1.545 0.324 0.735
Ge -0.220 -0.045 -0.268
C -0.126 0.065 -0.120
C 0.120 0.068 0.001
C 0.009 -0.021 0.016
C 0.006 0.011 0.000
C 0.023 -0.021 0.016
C -0.078 -0.042 -0.046
C 0.216 -0.024 0.073
C 0.040 0.066 -0.008
C -0.027 0.005 0.001
C -0.014 0.004 -0.011
C -0.005 -0.012 0.001
C 0.000 -0.042 0.034
C -0.070 -0.159 0.014
C 0.027 -0.025 0.074
C -0.001 0.024 0.011
C -0.002 0.003 0.005
C 0.000 0.022 -0.004
C -0.036 -0.027 -0.060
H 0.214 -0.186 -0.099
H 0.021 -0.017 -0.024
H 0.009 -0.006 0.002
H 0.000 0.000 0.003
H -0.016 -0.003 0.013
H -0.029 0.009 0.008
H 0.001 -0.004 -0.010
H -0.006 0.001 -0.002
H -0.003 0.000 0.008
H -0.007 -0.002 0.006
H 0.003 0.001 -0.014
H -0.032 0.010 -0.003
H -0.002 0.010 0.001
H 0.005 0.001 -0.001
H 0.002 0.007 0.001
H 0.001 -0.003 0.005
Cl -0.089 0.047 0.168
C 0.389 0.002 -0.079
Cl -0.011 0.047 -0.062
Cl -0.042 -0.115 -0.004
C -0.383 -0.136 -0.236
N -0.760 0.255 0.609

Computed properties:
relative energy (zero: lowest compared OMol25 entry of this formula, charge and spin)	43.4	kcal/mol
F_max	1.742	eV/A
frontier orbital gap (spin up / spin down)	0.235 / 0.210	Eh
2S+1	2
HOMO energy (spin up / spin down)	-0.2572 / -0.2618	Eh
LUMO level (spin up / spin down)	-0.592 / -1.421	eV